# 1
Here is C36H37BrF3GeIN3O7SeTi as an isolated structure from the OMol25 dataset. Energies are from the ωB97M-V functional and the def2-TZVPD basis.

```
! wB97M-V def2-TZVPD RIJCOSX def2/J DEFGRID3
* xyz -2 2
Ti -0.582 -0.566 0.596
C 0.789 -4.673 -0.347
C -0.697 -4.476 -0.213
N -1.459 -5.562 -0.044
C -2.773 -5.352 0.140
C -3.387 -4.121 0.134
C -4.859 -4.004 0.385
O -5.625 -3.684 -0.791
C -2.599 -2.968 -0.109
C -3.155 -1.665 -0.244
N -2.446 -0.658 -0.793
C -3.101 0.508 -1.159
C -4.008 1.157 -0.312
C -4.629 2.338 -0.689
C -4.388 2.895 -1.937
C -3.507 2.260 -2.805
C -2.878 1.088 -2.416
I -1.595 0.133 -3.761
C -1.208 -3.184 -0.240
O -0.367 -2.140 -0.328
H 1.008 -5.738 -0.413
H 1.173 -4.155 -1.229
H 1.307 -4.244 0.515
H -3.373 -6.244 0.308
H -5.252 -4.962 0.726
H -5.035 -3.260 1.168
H -5.237 -2.887 -1.170
H -4.211 -1.501 -0.036
H -4.154 0.755 0.684
H -5.294 2.834 0.008
H -4.872 3.817 -2.235
H -3.309 2.673 -3.786
O -3.020 -1.976 2.825
C -1.832 -2.187 2.981
O -0.835 -1.788 2.264
H -1.503 -2.795 3.849
F -2.507 8.237 -1.704
C -1.309 7.805 -2.151
F -1.269 8.078 -3.474
F -0.387 8.623 -1.582
C -1.065 6.365 -1.850
C -0.256 5.608 -2.688
C 0.017 4.287 -2.380
C -0.514 3.696 -1.228
C -1.333 4.471 -0.396
C -1.605 5.791 -0.704
C -0.269 2.329 -0.910
C -0.153 1.145 -0.640
H 0.150 6.050 -3.589
H 0.635 3.688 -3.035
H -1.770 4.012 0.481
H -2.252 6.374 -0.061
Br 2.938 3.553 2.516
C 1.261 3.163 3.318
C 0.994 3.629 4.593
N -0.158 3.384 5.214
C -1.073 2.674 4.553
C -0.882 2.169 3.273
C 0.323 2.414 2.634
C -2.006 1.422 2.583
O -3.152 1.617 2.945
O -1.629 0.668 1.612
H 1.730 4.215 5.132
H -2.012 2.487 5.058
H 0.508 2.023 1.640
C 7.049 -3.203 -2.112
Ge 5.368 -3.206 -1.090
C 5.712 -2.331 0.619
C 4.905 -5.071 -0.732
C 3.938 -2.358 -2.102
Se 2.599 -1.487 -0.956
C 3.378 0.286 -1.099
H 7.813 -3.775 -1.581
H 7.414 -2.183 -2.245
H 6.910 -3.650 -3.098
H 6.298 -2.982 1.271
H 4.760 -2.109 1.102
H 6.253 -1.392 0.487
H 5.678 -5.543 -0.122
H 4.798 -5.637 -1.659
H 3.958 -5.123 -0.192
H 3.406 -3.120 -2.675
H 4.323 -1.623 -2.810
H 4.416 0.292 -0.763
H 2.768 0.925 -0.462
H 3.304 0.628 -2.129
C 1.801 -0.612 2.372
O 1.127 -0.270 1.195
H 2.821 -0.210 2.338
H 1.859 -1.697 2.501
H 1.299 -0.196 3.252
*
```

Summary:
- <S²>: 0.7700
- ΔE to the lowest compared entry with this formula, charge and spin: 57.8 kcal/mol
- F_max: 0.87 eV Å⁻¹

---

# 2
Here is a 2-piece molecular cluster, C36H37F9N2O3S2 overall from the OMol25 dataset. Energies are from the ωB97M-V functional and the def2-TZVPD basis.

```
! wB97M-V def2-TZVPD RIJCOSX def2/J DEFGRID3
* xyz 0 1
C 7.307 -1.121 2.899
C 6.485 0.080 2.421
C 6.765 0.392 0.965
O 5.843 1.334 0.428
C 4.555 0.931 0.235
C 4.227 -0.365 -0.129
C 2.887 -0.688 -0.327
C 1.896 0.267 -0.181
C 2.229 1.577 0.192
C 1.108 2.558 0.355
C 0.435 2.489 1.707
C 0.831 1.607 2.704
C 0.146 1.541 3.912
C -0.951 2.356 4.163
C -1.684 2.300 5.473
C -1.339 3.248 3.164
C -0.660 3.314 1.959
C 3.559 1.903 0.429
C 3.992 3.255 0.887
O 4.507 3.929 -0.259
O 5.416 4.936 0.184
N 0.516 -0.058 -0.403
C 0.237 -0.047 -1.861
C -1.229 -0.281 -2.203
C -2.003 0.966 -2.566
F -3.324 0.843 -2.299
F -1.566 2.011 -1.807
C -1.815 1.477 -4.033
F -2.140 2.770 -4.073
F -0.515 1.350 -4.333
S -2.849 0.670 -5.438
F -3.185 -0.640 -4.597
F -4.138 1.366 -4.860
F -2.555 1.916 -6.353
F -1.587 -0.076 -6.029
F -3.715 0.074 -6.600
C 0.148 -1.272 0.262
C -0.972 -1.289 1.102
C -1.761 -0.029 1.393
C -3.236 -0.223 1.232
N -4.068 -0.489 2.145
C -1.322 -2.488 1.716
C -0.579 -3.643 1.523
C 0.569 -3.609 0.748
C 0.934 -2.417 0.133
S 2.450 -2.339 -0.764
H 8.268 -0.799 3.286
H 7.513 -1.808 2.083
H 6.790 -1.669 3.677
H 5.425 -0.106 2.561
H 6.768 0.946 3.011
H 7.737 0.865 0.865
H 6.800 -0.520 0.373
H 4.971 -1.133 -0.248
H 0.345 2.337 -0.383
H 1.440 3.572 0.154
H 1.675 0.954 2.540
H 0.469 0.836 4.663
H -1.597 1.318 5.924
H -1.275 3.034 6.162
H -2.737 2.514 5.322
H -2.187 3.892 3.341
H -0.986 4.008 1.198
H 4.785 3.149 1.621
H 3.182 3.830 1.329
H 6.252 4.451 0.154
H 0.582 0.913 -2.226
H 0.832 -0.799 -2.376
H -1.760 -0.713 -1.363
H -1.298 -1.004 -3.004
H -1.566 0.302 2.411
H -1.420 0.747 0.717
H -3.632 -0.128 0.225
H -3.601 -0.513 3.053
H -2.189 -2.523 2.357
H -0.872 -4.561 2.006
H 1.196 -4.478 0.628
C -6.421 -3.838 -4.016
C -6.880 -4.768 -3.093
C -6.270 -4.873 -1.851
C -5.202 -4.047 -1.530
C -4.744 -3.120 -2.454
C -5.351 -3.013 -3.697
H -6.899 -3.755 -4.983
H -7.716 -5.408 -3.340
H -6.630 -5.596 -1.131
H -4.732 -4.119 -0.559
H -3.915 -2.475 -2.204
H -4.997 -2.288 -4.415
*
```

Summary:
- Structure (SMILES): [H]/N=C\Cc1cccc2c1N(CCC(F)(F)C(F)(F)S(F)(F)(F)(F)F)c1c(cc(OCCC)c(COO)c1Cc1ccc(C)cc1)S2.c1ccccc1
- F_max: 0.50 eV Å⁻¹

---

# 3
Here is a 6-piece molecular cluster, C36H37F9NS overall in a non-equilibrium geometry from the OMol25 dataset. Energies are from the ωB97M-V functional and the def2-TZVPD basis.

```
! wB97M-V def2-TZVPD RIJCOSX def2/J DEFGRID3
* xyz -1 1
C 4.866 -0.867 3.483
C 4.151 0.002 2.705
N 3.581 1.136 3.083
C 2.961 1.068 4.377
C 1.586 1.771 4.427
C 0.457 1.113 3.610
F -0.631 1.911 3.799
F 0.820 1.208 2.336
C 0.192 -0.358 4.025
F 0.359 -0.470 5.323
F 1.107 -1.109 3.496
S -1.478 -1.104 3.530
F -1.671 -0.161 2.295
F -2.300 -0.183 4.505
F -1.339 -2.166 4.723
F -0.764 -2.172 2.596
F -2.859 -1.833 3.149
H 4.812 -1.934 3.264
H 5.448 -0.585 4.355
H 4.065 -0.253 1.631
H 3.605 1.608 5.107
H 2.858 0.048 4.785
H 1.702 2.758 3.970
H 1.222 1.946 5.444
C -6.134 -3.429 5.532
C -6.649 -4.711 5.672
C -5.931 -5.802 5.203
C -4.694 -5.612 4.602
C -4.176 -4.331 4.464
C -4.900 -3.238 4.926
H -6.696 -2.577 5.894
H -7.611 -4.859 6.147
H -6.335 -6.802 5.307
H -4.132 -6.465 4.241
H -3.211 -4.184 3.998
H -4.501 -2.239 4.815
C -4.531 -3.032 -0.672
C -3.611 -2.223 -0.018
C -2.936 -1.240 -0.717
C -3.178 -1.054 -2.064
C -4.099 -1.851 -2.730
C -4.775 -2.846 -2.031
H -5.058 -3.806 -0.127
H -3.421 -2.361 1.036
H -2.214 -0.615 -0.207
H -2.643 -0.277 -2.598
H -4.287 -1.702 -3.786
H -5.491 -3.477 -2.544
C 1.896 2.555 -3.182
C 1.365 1.528 -3.953
C 0.731 0.456 -3.337
C 0.621 0.417 -1.954
C 1.146 1.445 -1.185
C 1.786 2.510 -1.798
H 2.395 3.390 -3.659
H 1.447 1.561 -5.033
H 0.323 -0.349 -3.937
H 0.123 -0.416 -1.471
H 1.059 1.414 -0.106
H 2.200 3.305 -1.192
C 5.165 5.753 0.876
C 5.508 6.847 0.093
C 5.514 6.738 -1.291
C 5.168 5.535 -1.892
C 4.823 4.442 -1.108
C 4.825 4.548 0.277
H 5.164 5.837 1.956
H 5.771 7.788 0.562
H 5.787 7.590 -1.902
H 5.168 5.449 -2.972
H 4.552 3.504 -1.576
H 4.560 3.691 0.889
C -0.225 -1.192 -6.877
C 0.625 -1.905 -7.712
C 0.960 -1.397 -8.959
C 0.453 -0.171 -9.368
C -0.393 0.544 -8.532
C -0.736 0.032 -7.288
H -0.489 -1.590 -5.905
H 1.025 -2.858 -7.389
H 1.618 -1.956 -9.612
H 0.719 0.228 -10.339
H -0.787 1.501 -8.850
H -1.400 0.587 -6.637
*
```

Summary:
- F_max: 2.74 eV Å⁻¹

---

# 4
Here is a 6-piece molecular cluster, C36H37N6O11P2 overall in a non-equilibrium geometry from the OMol25 dataset. Energies are from the ωB97M-V functional and the def2-TZVPD basis.

```
! wB97M-V def2-TZVPD RIJCOSX def2/J DEFGRID3
* xyz -1 1
C -2.198 1.269 1.804
P -2.702 -0.019 0.435
O -1.949 -1.565 0.719
P -4.879 -0.205 0.687
C -6.822 -0.126 0.853
C -7.343 0.175 2.363
C -9.004 0.268 2.540
C -9.768 0.033 1.082
C -9.041 -0.235 -0.349
N -7.553 -0.335 -0.426
H -2.093 0.748 2.849
H -3.065 2.086 1.862
H -1.224 1.811 1.436
H -2.218 -1.926 1.616
H -4.983 -1.268 -0.279
H -4.766 -1.198 1.724
H -4.834 0.818 1.711
H -5.032 0.785 -0.383
H -6.635 0.329 3.304
H -9.546 0.449 3.561
H -10.956 0.075 1.081
H -9.662 -0.366 -1.347
C 1.382 6.460 -1.632
C 1.001 5.127 -1.789
C -0.047 4.604 -1.030
C -0.714 5.431 -0.115
C -0.328 6.768 0.050
C 0.724 7.279 -0.713
N -1.833 4.895 0.668
O -2.131 3.702 0.507
O -2.419 5.666 1.442
H 2.197 6.865 -2.231
H 1.521 4.495 -2.507
H -0.332 3.563 -1.164
H -0.834 7.420 0.760
H 1.028 8.316 -0.594
C 5.162 0.189 -5.190
C 5.440 1.327 -4.431
C 4.481 2.334 -4.302
C 3.240 2.188 -4.937
C 2.961 1.051 -5.706
C 3.929 0.052 -5.830
N 2.219 3.232 -4.784
O 2.511 4.232 -4.112
O 1.122 3.051 -5.333
H 5.910 -0.596 -5.283
H 6.404 1.427 -3.936
H 4.713 3.214 -3.707
H 2.004 0.927 -6.208
H 3.720 -0.837 -6.422
C 5.605 -0.694 1.481
C 5.501 0.690 1.339
C 6.190 1.343 0.315
C 6.981 0.595 -0.568
C 7.094 -0.794 -0.423
C 6.402 -1.435 0.607
N 7.687 1.272 -1.662
O 7.577 2.504 -1.745
O 8.349 0.572 -2.442
H 5.062 -1.199 2.278
H 4.879 1.261 2.026
H 6.098 2.422 0.218
H 7.708 -1.386 -1.098
H 6.481 -2.513 0.726
C 4.040 -2.611 7.911
C 3.161 -2.143 6.933
C 3.454 -2.329 5.581
C 4.633 -2.994 5.217
C 5.521 -3.459 6.196
C 5.219 -3.263 7.545
N 4.935 -3.216 3.798
O 4.133 -2.773 2.961
O 5.970 -3.836 3.518
H 3.804 -2.468 8.964
H 2.244 -1.634 7.225
H 2.758 -1.958 4.831
H 6.443 -3.972 5.928
H 5.900 -3.623 8.313
C -4.318 -4.035 -3.486
C -4.699 -5.368 -3.643
C -5.747 -5.891 -2.883
C -6.414 -5.064 -1.968
C -6.028 -3.727 -1.803
C -4.976 -3.216 -2.566
N -7.533 -5.600 -1.185
O -7.831 -6.793 -1.346
O -8.119 -4.829 -0.412
H -3.503 -3.630 -4.084
H -4.179 -6.000 -4.360
H -6.032 -6.932 -3.017
H -6.534 -3.075 -1.093
H -4.672 -2.179 -2.447
*
```

Summary:
- F_max: 6.22 eV Å⁻¹

---

# 5
Here is C36H38ClGaN7OP2 as an isolated structure from the OMol25 dataset. Energies are from the ωB97M-V functional and the def2-TZVPD basis.

```
! wB97M-V def2-TZVPD RIJCOSX def2/J DEFGRID3
* xyz 1 1
Ga -0.449 -0.246 0.397
Cl -3.369 4.486 3.975
C -2.382 3.141 3.518
C -1.885 2.294 4.407
C -1.069 1.124 4.014
C -0.653 0.972 2.761
O -0.063 -0.119 2.209
C -1.026 1.979 1.696
C 0.162 2.372 0.875
N 0.496 1.590 -0.079
C 1.647 1.969 -0.874
C 1.623 3.150 -1.554
C 2.744 3.569 -2.310
C 3.873 2.815 -2.340
C 3.935 1.595 -1.620
C 5.106 0.808 -1.549
C 5.116 -0.306 -0.769
C 3.935 -0.664 -0.086
N 2.808 0.005 -0.160
C 2.809 1.149 -0.899
C -2.069 3.036 2.053
H -2.125 2.426 5.457
H -0.866 0.350 4.748
H 0.751 3.265 1.097
H 0.729 3.764 -1.526
H 2.694 4.504 -2.858
H 4.744 3.146 -2.899
H 5.989 1.108 -2.105
H 6.004 -0.919 -0.669
H 3.936 -1.541 0.555
H -1.874 4.023 1.634
C -3.725 -1.358 0.360
P -2.256 -1.396 -0.686
C -1.903 -3.199 -0.732
N -2.900 -3.975 -1.093
C -2.658 -5.293 -1.263
C -3.712 -6.162 -1.648
C -3.442 -7.474 -1.874
C -2.122 -7.985 -1.727
C -1.096 -7.175 -1.351
C -1.351 -5.801 -1.100
N -0.349 -4.991 -0.684
C -0.612 -3.721 -0.462
P 0.738 -2.649 0.247
C 2.089 -3.149 -0.882
C 1.057 -3.399 1.939
C 1.955 -2.437 2.739
C 1.740 -4.767 1.863
C -0.320 -3.503 2.623
C -2.563 -0.863 -2.440
C -3.916 -1.355 -2.960
C -1.394 -1.417 -3.267
C -2.523 0.677 -2.463
H -4.303 -2.252 0.144
H -4.326 -0.485 0.152
H -3.417 -1.346 1.405
H -4.709 -5.751 -1.758
H -4.239 -8.145 -2.177
H -1.938 -9.037 -1.913
H -0.085 -7.545 -1.227
H 1.993 -4.216 -1.053
H 3.077 -2.924 -0.482
H 1.965 -2.613 -1.826
H 2.994 -2.470 2.386
H 1.966 -2.760 3.786
H 1.597 -1.406 2.710
H 2.754 -4.686 1.461
H 1.186 -5.480 1.259
H 1.817 -5.168 2.880
H -0.869 -2.555 2.578
H -0.172 -3.736 3.681
H -0.939 -4.291 2.190
H -4.008 -2.436 -2.938
H -4.017 -1.019 -3.999
H -4.740 -0.913 -2.388
H -1.382 -2.510 -3.297
H -0.425 -1.072 -2.883
H -1.487 -1.056 -4.294
H -3.422 1.103 -2.025
H -2.465 1.007 -3.504
H -1.656 1.081 -1.935
N -5.618 1.339 -0.896
C -4.915 1.868 -0.131
N -4.149 2.492 0.757
C -2.942 2.201 1.115
N -1.986 1.269 0.805
*
```

Summary:
- ΔE to the lowest compared entry with this formula, charge and spin: 50.0 kcal/mol
- F_max: 0.96 eV Å⁻¹

---

Listing E_tot for the structures above in their given order: -10584.28949, -3424.26255, -2745.62144, -3232.09401, -4920.65328 Ha.